No. 1
Molecular formula: C11H34O6
Method: DFT, ωB97M-V/def2-TZVPD

Last column: natural (NBO) charge in e.
Positions of all 51 atoms, in Å:
H  -7.94  7.71  27.16  0.2049
H  -12.14  3.75  28.18  0.2130
O  -10.46  -3.31  30.43  -0.7166
O  -7.31  3.18  33.50  -0.7450
C  -12.51  4.74  34.28  -0.0506
O  -11.79  5.45  33.31  -0.7394
H  -13.83  3.03  34.46  0.2058
H  -9.70  -2.72  30.36  0.4586
H  -11.01  3.35  30.68  0.1924
H  -12.86  4.90  27.02  0.2117
H  -9.30  2.96  30.45  0.1650
C  -13.19  3.49  33.72  -0.6407
H  -11.21  4.83  32.85  0.4887
O  -10.27  6.33  29.07  -0.7369
H  -13.29  5.42  34.63  0.1684
C  -14.27  3.97  28.42  -0.0635
O  -9.77  3.85  32.26  -0.7648
H  -10.32  5.87  29.91  0.4791
C  -8.98  7.52  27.46  -0.6198
H  -11.50  -1.50  32.17  0.2114
H  -9.57  3.47  34.88  0.2161
C  -8.65  3.53  35.47  -0.6358
H  -13.76  3.80  32.84  0.2201
C  -11.64  -2.52  30.29  -0.0603
H  -8.40  5.72  28.44  0.1481
H  -8.43  4.59  35.62  0.2205
H  -10.32  1.98  31.53  0.1621
H  -14.57  2.97  28.71  0.1683
H  -9.05  3.44  32.76  0.5060
H  -8.42  7.15  29.51  0.1601
C  -7.52  2.75  34.84  -0.0646
C  -10.11  3.00  31.18  -0.2591
H  -12.41  -0.57  31.00  0.2197
H  -15.11  4.39  27.85  0.1587
H  -7.80  1.68  34.86  0.1585
H  -8.87  3.12  36.46  0.2178
C  -13.01  3.97  27.57  -0.6317
H  -10.67  -0.66  30.84  0.1930
H  -11.89  4.46  35.14  0.1372
C  -11.56  -1.24  31.11  -0.6399
H  -9.47  7.04  26.62  0.2093
H  -12.47  -3.15  30.61  0.1797
H  -14.40  5.62  29.49  0.4697
H  -12.46  2.76  33.35  0.1917
H  -9.44  8.48  27.67  0.2104
H  -6.57  2.70  33.12  0.4818
H  -13.07  3.14  26.86  0.2032
C  -8.94  6.64  28.69  -0.0548
H  -11.77  -2.27  29.23  0.1539
O  -14.09  4.72  29.63  -0.7290
H  -6.61  2.85  35.45  0.1676

Values from the calculation:
relative energy (zero: lowest compared OMol25 entry of this formula, charge and spin): 182.89 kJ/mol
charge: 0
SMILES string: CCO.CCO.CCO.CCO.CCO.CO
largest force on an atom: 0.0175 Eh/bohr

***

No. 2
Molecular formula: C5H5ClOS
Method: DFT, ωB97M-V/def2-TZVPD

Last column: natural (NBO) charge in e.
Positions of all 13 atoms, in Å:
H  -0.30  -2.13  -0.46  0.2461
H  -0.92  2.04  2.27  0.2618
Cl  1.65  0.83  2.00  0.0435
C  0.74  -1.45  -0.57  -0.6292
H  0.99  0.63  -0.92  0.2541
H  1.30  -1.65  -1.70  0.2446
H  1.65  -1.44  0.29  0.2386
C  0.26  0.73  1.04  -0.0601
C  -0.84  1.33  1.34  -0.3934
S  -2.13  1.12  0.15  0.3060
C  0.27  0.03  -0.45  -0.3696
O  -1.55  -0.25  -2.02  -0.5361
C  -1.13  0.20  -0.96  0.3937

Values from the calculation:
relative energy (zero: lowest compared OMol25 entry of this formula, charge and spin): 140.17 kJ/mol
charge: 0
SMILES string: C[C@H]1C(=O)SC=C1Cl
largest force on an atom: 0.0775 Eh/bohr

***

No. 3
Molecular formula: CFNO4
Method: DFT, ωB97M-V/def2-TZVPD

Last column: natural (NBO) charge in e.
Positions of all 7 atoms, in Å:
F  2.16  -0.89  -0.06  -0.2205
N  -1.29  -0.05  -0.06  0.7171
O  -0.27  -0.93  -0.24  -0.4886
O  1.39  1.20  0.28  -0.3862
C  1.39  0.09  0.06  1.1367
O  -2.29  -0.50  0.39  -0.3574
O  -1.07  1.08  -0.36  -0.4011

Values from the calculation:
relative energy (zero: lowest compared OMol25 entry of this formula, charge and spin): 171.46 kJ/mol
charge: 0
largest force on an atom: 0.0775 Eh/bohr

***

No. 4
Molecular formula: C10H11NO3S2
Method: DFT, ωB97M-V/def2-TZVPD

Last column: natural (NBO) charge in e.
Positions of all 27 atoms, in Å:
H  -1.30  2.46  2.46  0.2140
S  0.96  2.45  -0.53  0.2668
C  -1.25  -3.79  -1.72  -0.2660
C  0.41  3.78  0.63  -0.5136
H  -1.73  -4.68  -2.16  0.2220
O  0.66  -0.32  -0.63  -0.5015
H  -0.65  4.03  0.46  0.2119
C  -0.04  -1.40  -0.82  0.3619
H  -0.01  2.10  3.67  0.2475
C  -0.08  1.21  0.09  -0.2396
H  0.31  4.34  2.66  0.2179
O  2.64  -1.36  -1.44  -0.3436
C  -2.03  -2.63  -1.49  -0.1554
H  -3.08  -2.65  -1.78  0.2212
C  0.64  3.44  2.12  -0.4310
C  0.70  -2.61  -1.05  -0.0453
H  0.76  -4.67  -1.58  0.2591
H  -1.09  1.28  -0.34  0.2086
H  -2.03  -0.60  -0.65  0.2128
C  -0.23  2.28  2.61  -0.5418
O  2.76  -3.53  -1.23  -0.4213
H  1.06  4.62  0.31  0.2455
C  0.11  -3.80  -1.46  -0.1524
S  0.16  0.74  1.75  0.2846
H  1.71  3.24  2.31  0.2283
C  -1.46  -1.48  -0.96  -0.2945
N  2.11  -2.46  -1.24  0.5038

Values from the calculation:
relative energy (zero: lowest compared OMol25 entry of this formula, charge and spin): 63.49 kJ/mol
charge: 0
largest force on an atom: 0.0895 Eh/bohr

***

No. 5
Molecular formula: C15H50F3N22O13
Method: DFT, ωB97M-V/def2-TZVPD

Last column: Mulliken charge in e.
Positions of all 103 atoms, in Å:
C  -0.25  4.24  -6.75  0.6581
C  -8.34  -2.65  -1.16  0.6543
H  6.45  -1.48  1.81  0.1803
H  1.62  8.91  -2.95  0.2326
N  0.71  -6.37  -0.12  -0.3987
N  -9.20  0.27  5.12  -0.4004
N  4.98  -4.27  -8.04  -0.4030
H  0.05  1.15  1.34  0.1727
H  5.33  4.24  3.97  0.1650
H  7.97  -2.78  4.36  0.2447
H  -7.25  1.94  3.43  0.2338
H  -0.46  6.83  4.00  0.2092
H  2.07  -1.27  7.91  0.2113
O  -7.81  1.90  5.67  -0.6836
H  4.12  -4.45  -8.53  0.1745
F  1.00  -1.32  -0.60  -0.2855
C  7.52  -2.97  2.53  0.6284
N  -1.24  3.71  -6.11  -0.3741
H  5.63  -5.04  -7.91  0.2348
H  6.08  4.25  2.39  0.1695
O  7.49  6.51  4.03  -0.6511
H  6.74  -1.68  3.73  0.2068
H  -2.65  -1.23  3.06  0.2703
H  -1.35  -1.54  0.33  0.2369
H  -3.01  -2.57  1.91  0.3720
H  -2.21  4.00  -6.12  0.1583
H  0.36  -6.84  0.70  0.1667
H  2.73  7.64  -3.53  0.1639
C  6.71  5.64  3.73  0.6597
H  4.06  -1.94  -6.37  0.2396
O  -7.69  -1.66  -0.84  -0.6649
N  2.53  6.26  -1.60  -0.4022
N  6.86  -2.37  1.56  -0.3819
N  -9.64  -2.54  -1.41  -0.3808
H  -8.10  0.41  3.06  0.1851
H  -3.82  5.82  5.69  0.1957
N  -1.95  -3.49  -5.37  -0.3866
O  1.05  7.73  -1.05  -0.7224
O  2.16  -6.55  -1.76  -0.6403
H  -3.48  5.54  3.97  0.1446
C  1.91  7.37  -1.82  0.6603
O  2.34  -3.74  7.69  -0.7122
N  -0.68  5.30  -7.31  -0.3754
N  2.07  8.01  -2.85  -0.3463
F  -0.28  0.16  -1.00  -0.2518
H  -8.52  -4.59  -1.42  0.1679
O  0.85  3.84  -6.90  -0.6275
N  5.93  4.91  4.42  -0.3459
O  -0.19  -0.70  1.77  -0.1732
H  2.20  -2.57  4.78  0.1970
N  -1.30  6.28  3.98  -0.3753
H  -10.03  -3.38  -1.82  0.1370
N  -7.89  -3.81  -1.32  -0.3473
H  2.81  5.88  -2.49  0.1784
H  5.85  5.12  5.40  0.2070
N  3.92  -2.74  -6.97  -0.3944
C  -8.22  1.12  4.84  0.6413
H  -1.69  -4.41  -5.04  0.1473
N  2.19  -1.60  6.96  -0.3634
H  -4.43  -4.40  -6.77  0.2252
H  -10.24  -1.76  -1.19  0.2038
N  6.56  5.13  2.50  -0.4043
H  0.84  -5.37  -0.17  0.2263
H  -1.37  -2.68  -5.24  0.2049
F  1.88  0.64  -0.98  -0.2619
N  -3.66  -4.46  -6.12  -0.3936
N  -7.92  1.22  3.64  -0.3455
N  1.87  -8.21  -0.36  -0.4191
H  7.14  5.56  1.79  0.2007
H  2.20  -0.91  6.22  0.1992
O  1.79  0.47  2.06  -0.8952
N  7.52  -2.31  3.59  -0.3939
O  -3.52  -2.21  -6.18  -0.6527
H  2.71  -8.61  -0.77  0.2417
H  -1.06  2.97  -5.45  0.2108
N  -3.20  5.84  4.89  -0.3892
H  1.49  -8.36  0.56  0.1677
H  2.23  -4.25  5.27  0.2050
C  0.66  0.26  1.20  -0.1787
H  -1.63  5.59  -7.16  0.1440
H  -0.09  5.79  -7.98  0.2055
H  3.16  -2.78  -7.63  0.1863
H  2.41  5.79  -0.72  0.2359
H  -9.60  -0.24  4.35  0.1549
H  -3.54  -5.18  -5.41  0.2185
H  7.05  -2.75  0.64  0.2301
H  -6.90  -4.01  -1.31  0.2301
H  -2.07  -0.10  1.08  0.2654
C  -3.15  -3.34  -5.91  0.6373
C  2.38  -2.88  6.77  0.6390
C  5.04  -3.34  -7.11  0.6225
O  8.11  -4.06  2.43  -0.7147
O  -1.71  6.78  6.11  -0.5799
O  6.02  -3.06  -6.43  -0.6599
C  -2.02  6.34  5.09  0.6345
H  -9.59  0.26  6.05  0.2135
H  -1.84  5.91  3.20  0.1617
C  1.57  -7.04  -0.84  0.6555
C  -2.27  -1.83  2.24  -1.2579
H  -1.62  -2.57  2.70  0.3372
C  0.87  0.00  -0.39  0.7801
N  2.36  -3.27  5.48  -0.3778
C  -1.45  -0.97  1.26  -0.1296

Values from the calculation:
relative energy (zero: lowest compared OMol25 entry of this formula, charge and spin): 1139.38 kJ/mol
charge: -1
largest force on an atom: 0.1882 Eh/bohr

***

No. 6
Molecular formula: C5H10NO
Method: DFT, ωB97M-V/def2-TZVPD

Last column: natural (NBO) charge in e.
Positions of all 17 atoms, in Å:
H  0.68  2.04  0.02  0.2687
C  0.10  -0.87  0.81  0.1111
H  -0.82  2.26  -2.38  0.1739
H  0.94  -0.68  -0.83  0.4873
C  -0.38  1.70  -0.20  -0.5174
O  0.13  0.40  -2.28  -0.5968
C  -0.78  0.33  0.54  -0.4607
C  -0.38  1.44  -1.73  0.4513
H  1.13  -2.35  -0.47  0.4528
H  1.34  -2.17  1.88  0.2299
N  0.43  -1.56  -0.45  -0.7373
H  -0.27  -1.79  -1.19  0.4573
H  -0.97  0.78  1.67  0.2780
H  -1.18  2.45  0.07  0.2657
H  0.83  -0.67  2.81  0.2564
C  0.76  -1.23  1.83  -0.3524
H  -1.55  -0.08  -0.12  0.2321

Values from the calculation:
relative energy (zero: lowest compared OMol25 entry of this formula, charge and spin): 291.64 kJ/mol
charge: +1
SMILES string: C=C([NH3+])CCC=O
largest force on an atom: 0.1199 Eh/bohr

***

No. 7
Molecular formula: C6H14N2
Method: DFT, ωB97M-V/def2-TZVPD

Last column: natural (NBO) charge in e.
Positions of all 22 atoms, in Å:
C  2.83  0.35  0.03  -0.0461
H  3.75  0.28  -0.53  0.1899
N  0.61  -1.97  -0.17  -0.9241
H  -2.84  0.02  0.57  0.2060
H  1.62  -1.15  -1.02  0.4513
H  -1.49  2.18  0.26  0.2139
C  -1.03  0.08  -1.49  -0.6173
H  1.14  -2.55  0.47  0.3345
N  1.75  -0.15  -0.44  -0.4705
H  -1.74  -0.44  1.87  0.2007
H  -2.01  -1.55  0.52  0.2337
H  -1.96  0.61  -1.72  0.2062
H  -1.13  -0.96  -1.81  0.2376
H  0.74  -0.53  1.44  0.1735
C  -0.57  1.61  0.45  -0.6091
H  0.24  2.09  -0.09  0.2049
H  -0.36  1.68  1.52  0.2020
H  2.84  0.83  1.01  0.1825
C  0.52  -0.65  0.37  0.1095
H  -0.23  0.55  -2.07  0.2041
C  -0.75  0.15  0.02  -0.0780
C  -1.91  -0.50  0.79  -0.6052

Values from the calculation:
relative energy (zero: lowest compared OMol25 entry of this formula, charge and spin): 294.51 kJ/mol
charge: 0
largest force on an atom: 0.0159 Eh/bohr

***

No. 8
Molecular formula: C4H9O3
Method: DFT, ωB97M-V/def2-TZVPD

Last column: natural (NBO) charge in e.
Positions of all 16 atoms, in Å:
C  -2.28  0.85  5.87  -0.6240
H  -2.56  -2.98  2.96  0.2108
O  -0.86  -0.02  1.91  0.0255
H  -1.21  -2.86  1.80  0.2155
H  -2.64  -1.73  1.72  0.1981
H  -0.22  -1.64  3.51  0.1462
H  -3.27  0.44  6.06  0.2169
H  -2.43  1.74  5.26  0.2124
H  -0.37  0.35  5.02  0.1728
H  -1.14  -0.98  5.95  0.1751
C  -1.23  -1.32  3.22  0.0773
H  -1.90  1.22  6.82  0.2102
O  0.25  -0.09  1.29  0.0128
C  -1.32  -0.14  5.27  -0.0612
O  -1.97  -0.64  4.09  -0.5193
C  -1.95  -2.29  2.36  -0.6691

Values from the calculation:
relative energy (zero: lowest compared OMol25 entry of this formula, charge and spin): 220.85 kJ/mol
spin multiplicity: 4
charge: 0
largest force on an atom: 0.1727 Eh/bohr

***

No. 9
Molecular formula: C4H9NO2
Method: DFT, ωB97M-V/def2-TZVPD

Last column: natural (NBO) charge in e.
Positions of all 16 atoms, in Å:
H  0.70  1.79  -2.60  0.1908
H  0.43  1.14  0.91  0.2206
O  -0.81  0.99  -1.39  -0.5521
H  0.26  2.74  -1.15  0.1708
H  -0.59  -2.49  0.75  0.1716
H  -0.99  -1.76  2.32  0.1889
H  -0.87  2.66  -2.53  0.2022
H  -1.06  0.24  1.04  0.2256
C  -0.13  2.10  -1.95  -0.2534
H  1.48  -1.16  0.88  0.3678
C  -0.02  0.16  0.70  -0.3436
C  -0.17  -2.04  1.66  -0.4150
C  0.00  0.05  -0.81  0.7944
N  0.67  -0.88  1.42  -0.6159
H  0.43  -2.80  2.18  0.2051
O  0.67  -0.73  -1.44  -0.5578

Values from the calculation:
relative energy (zero: lowest compared OMol25 entry of this formula, charge and spin): 161.55 kJ/mol
charge: 0
SMILES string: CNCC(=O)OC
largest force on an atom: 0.0127 Eh/bohr